Entry 1:
21
Properties=species:S:1:pos:R:3:forces:R:3 method="wB97M-V/def2-TZVPD" smiles="CC(C)=O.NC=O.O=CO" energy_ha=-552.77998 relative_energy_ev=2.692 homo_ev=-9.4
C 0.706 -1.956 -0.293 0.4 0.5 0.6
H 0.639 1.836 -0.567 0.0 -0.4 -0.3
O -1.998 0.310 2.389 0.4 0.4 0.6
H 0.713 0.441 2.054 0.4 0.4 0.0
H 0.285 -2.094 0.703 0.0 0.0 0.0
O -1.230 -0.638 -0.751 3.0 -0.7 -1.3
C -1.790 1.035 1.268 -3.6 -0.8 -3.2
H 0.184 2.049 1.764 -0.2 -0.3 -0.2
H 1.518 -0.166 -2.315 0.0 0.0 -0.1
O 2.226 0.687 0.052 -0.9 -0.5 -0.7
C 0.500 -0.548 -2.409 0.4 1.0 0.3
O -1.947 2.236 1.159 0.3 0.0 0.9
C 1.109 1.146 0.147 0.8 1.8 2.8
H -0.120 0.202 -2.897 -0.1 -0.1 0.0
H 0.623 -2.904 -0.831 -0.1 0.2 -0.1
C -0.037 -0.880 -1.041 -3.3 -2.1 -1.0
N 0.388 1.130 1.385 1.5 -0.7 -1.1
H 0.547 -1.445 -3.027 -0.1 -0.1 0.2
H -1.963 0.336 0.298 1.0 1.7 2.9
H 1.763 -1.700 -0.222 0.0 -0.1 0.0
H -2.117 0.925 3.135 0.0 -0.1 -0.2



Entry 2:
51
Properties=species:S:1:pos:R:3:forces:R:3 method="wB97M-V/def2-TZVPD" smiles="CCn1c(N2CCN(C(=S)NCC(C)C)CC2)nc2ccccc21" energy_ha=-1374.10442 relative_energy_ev=0.000 homo_ev=-7.7
N -2.619 1.056 -0.747 0.3 0.0 -0.1
C -1.203 2.735 -1.802 0.0 0.0 -0.2
H 1.861 0.806 3.052 0.0 -0.1 0.0
C -0.968 -2.971 0.469 0.2 -0.1 -0.1
C -1.094 -4.488 0.571 -0.1 0.3 0.0
N 0.640 0.810 -1.459 -0.3 0.1 -0.2
H 0.943 3.323 1.551 0.1 -0.1 0.0
H -1.694 0.772 -2.604 -0.1 0.1 0.0
N 1.407 1.617 0.486 -0.2 -0.1 -0.2
H -1.248 -2.954 -1.677 0.0 0.0 0.0
C 0.437 1.662 -0.482 0.2 0.0 -0.1
C -1.701 -2.493 -0.796 -0.1 -0.3 0.5
H 1.008 -2.939 -0.420 0.1 0.0 -0.1
H 0.186 1.328 2.927 -0.1 0.0 0.0
N -0.549 2.618 -0.511 0.1 0.1 0.0
C 3.671 -1.296 -1.290 0.1 -0.1 -0.1
C 2.307 0.654 0.075 0.1 -0.5 -0.5
H 1.352 2.323 3.803 0.0 0.0 0.1
H -1.461 -2.518 1.333 0.0 0.0 -0.1
H 2.614 2.754 1.705 -0.1 0.1 -0.1
H -3.513 2.864 -0.278 0.0 0.0 0.0
H -0.896 -0.660 -1.473 -0.2 0.1 0.0
H -2.140 -4.784 0.605 -0.1 -0.1 0.0
H 4.230 -2.064 -1.804 0.0 -0.1 0.0
C -2.865 2.120 0.193 0.0 0.1 0.3
H -1.734 3.690 -1.806 0.0 0.0 0.0
C -2.502 -0.231 -0.315 -0.2 -0.2 -0.1
C 2.500 -0.822 -1.847 -0.1 0.2 0.1
C 1.217 1.675 2.941 0.0 0.1 -0.2
H 0.590 -1.469 0.458 0.1 0.1 0.0
H 1.005 -2.930 1.344 0.1 0.0 0.1
H -3.371 1.713 1.068 0.0 0.2 -0.2
C 1.813 0.165 -1.154 0.4 0.2 0.5
C -2.175 1.559 -2.029 0.0 0.0 -0.3
H 5.076 -1.202 0.319 0.1 0.0 0.0
H -1.113 2.216 1.458 0.0 0.0 0.0
N -1.707 -1.065 -1.015 0.1 0.4 -0.2
H 3.868 0.552 1.561 0.0 0.0 0.1
H -2.745 -2.813 -0.726 0.1 0.0 -0.1
C 4.154 -0.806 -0.078 0.1 -0.1 0.1
C 1.567 2.434 1.662 0.0 0.1 0.4
C 0.497 -2.551 0.460 -0.3 0.0 0.1
C -1.502 2.739 0.588 -0.2 0.1 0.1
H -3.057 1.907 -2.585 0.1 0.0 0.0
H -0.607 -4.847 1.475 0.1 -0.1 0.1
C 3.482 0.175 0.626 0.0 0.1 0.2
H -0.625 -4.968 -0.286 0.1 -0.1 -0.1
H -1.627 3.800 0.835 0.0 -0.1 0.1
S -3.401 -0.746 0.983 -0.4 -0.3 0.6
H -0.436 2.748 -2.576 -0.1 0.1 0.0
H 2.126 -1.196 -2.787 0.0 0.0 -0.1